[1]
Formula: C38H41ClNO9S2SiV
Source: the OMol25 dataset
Level of theory: ωB97M-V/def2-TZVPD

```
94
C38H41ClNO9S2SiV (ωB97M-V/def2-TZVPD)
V -1.001 0.506 0.494
O -1.757 0.726 3.640
Cl -0.599 0.876 2.743
O 2.122 2.423 2.455
O -0.774 2.022 1.642
O -0.281 -1.082 0.383
O 0.885 1.640 -2.167
S 1.676 1.316 -3.393
C 3.342 1.980 -3.151
C 4.061 1.564 -1.865
C 4.154 2.666 -0.811
C 2.887 2.925 0.001
S 2.489 1.707 1.262
O 1.523 0.758 0.712
C 3.955 0.780 1.594
C 4.882 1.313 2.482
C 6.043 0.604 2.742
C 6.264 -0.620 2.120
C 5.322 -1.148 1.249
C 4.154 -0.449 0.982
C 2.088 -0.424 -3.306
C 1.941 -1.107 -2.109
C 2.282 -2.452 -2.057
C 2.734 -3.102 -3.199
C 2.847 -2.413 -4.401
C 2.522 -1.065 -4.458
H 3.211 3.062 -3.218
H 3.885 1.669 -4.047
H 5.073 1.256 -2.129
H 3.589 0.679 -1.438
H 4.420 3.607 -1.299
H 4.978 2.444 -0.131
H 1.989 2.945 -0.624
H 2.966 3.856 0.559
H 4.685 2.259 2.970
H 6.773 1.002 3.434
H 7.172 -1.170 2.328
H 5.484 -2.114 0.788
H 3.393 -0.865 0.336
H 1.551 -0.587 -1.241
H 2.195 -2.993 -1.122
H 2.996 -4.151 -3.154
H 3.192 -2.924 -5.290
H 2.606 -0.518 -5.391
C -2.912 3.223 -2.198
C -2.767 2.088 -1.233
O -1.632 1.936 -0.739
C -3.894 1.239 -0.904
C -5.115 1.387 -1.586
C -6.192 0.586 -1.297
C -6.076 -0.384 -0.296
C -4.900 -0.542 0.403
C -3.801 0.261 0.105
O -2.705 0.086 0.851
H -1.948 3.712 -2.309
H -3.651 3.937 -1.833
H -3.254 2.859 -3.167
H -5.208 2.140 -2.356
H -7.122 0.708 -1.834
H -6.923 -1.016 -0.061
H -4.793 -1.277 1.188
C 3.393 -3.952 2.956
C 2.790 -2.723 3.190
C 1.667 -2.358 2.463
C 1.118 -3.211 1.503
C 1.741 -4.441 1.282
C 2.872 -4.810 1.998
Si -0.413 -2.728 0.562
C -2.029 -3.136 1.370
C -2.281 -2.791 2.700
C -3.493 -3.103 3.297
C -4.467 -3.778 2.572
C -4.236 -4.126 1.249
C -3.025 -3.799 0.652
H 4.271 -4.239 3.520
H 3.200 -2.047 3.929
H 1.224 -1.385 2.639
H 1.339 -5.125 0.540
H 3.341 -5.768 1.813
H -0.383 -3.385 -0.769
H -1.524 -2.282 3.287
H -3.675 -2.827 4.328
H -5.408 -4.036 3.043
H -4.993 -4.655 0.685
H -2.853 -4.079 -0.382
C -1.650 0.182 -4.107
C -1.481 -0.845 -3.017
N -1.112 -2.079 -3.402
O -1.724 -0.575 -1.846
H -1.119 -0.075 -5.022
H -1.297 1.141 -3.731
H -2.714 0.268 -4.335
H -0.824 -2.270 -4.345
H -0.929 -2.769 -2.690
```

relative energy (zero: lowest compared OMol25 entry of this formula, charge and spin): 0.0 kJ/mol
lowest unoccupied orbital energy (alpha / beta): -3.740 / -3.316 eV
frontier orbital gap (alpha / beta): 7.52 / 7.98 eV
spin multiplicity: 2
total charge: +1
calculated total energy: -4694.409641 hartree

***

[2]
Formula: C49H109N6O3
Source: the OMol25 dataset
Level of theory: ωB97M-V/def2-TZVPD

```
167
C49H109N6O3 (ωB97M-V/def2-TZVPD)
O 52.983 15.181 -9.064
C 51.845 14.630 -8.944
O 50.997 15.188 -9.671
O 51.631 13.731 -8.179
H 52.385 15.585 -9.696
C 56.354 13.862 -9.827
C 57.734 13.463 -9.259
C 58.217 14.401 -8.130
N 59.637 14.091 -7.593
C 59.936 12.631 -7.137
C 60.048 15.009 -6.552
C 61.590 15.230 -6.635
C 62.013 14.519 -7.886
C 60.653 14.433 -8.734
H 55.470 13.638 -9.231
H 56.192 13.614 -10.876
H 56.411 14.950 -9.872
H 58.472 13.535 -10.058
H 57.823 12.447 -8.874
H 57.568 14.048 -7.329
H 58.106 15.479 -8.251
H 60.727 12.623 -6.386
H 60.213 12.023 -7.998
H 59.083 12.129 -6.680
H 59.783 14.530 -5.609
H 59.534 15.967 -6.628
H 62.062 14.722 -5.794
H 61.893 16.277 -6.606
H 62.311 13.534 -7.526
H 62.778 14.985 -8.506
H 60.578 13.597 -9.429
H 60.316 15.386 -9.140
C 47.921 20.694 -6.080
C 48.213 19.583 -7.199
C 48.916 20.178 -8.428
N 49.823 19.188 -9.144
C 48.985 18.003 -9.688
C 50.425 19.940 -10.344
C 51.740 20.737 -9.844
C 51.960 20.267 -8.416
C 51.141 18.987 -8.289
H 47.105 21.407 -6.199
H 48.776 21.360 -5.957
H 47.520 20.209 -5.190
H 47.282 19.116 -7.522
H 48.678 18.681 -6.799
H 49.495 20.980 -7.970
H 48.313 20.494 -9.279
H 48.871 17.336 -8.833
H 49.581 17.569 -10.490
H 48.043 18.422 -10.040
H 50.624 19.270 -11.180
H 49.700 20.665 -10.714
H 52.548 20.379 -10.481
H 51.688 21.818 -9.977
H 53.041 20.181 -8.305
H 51.681 21.053 -7.715
H 51.583 18.085 -8.711
H 50.871 18.514 -7.344
C 53.500 12.016 -15.787
C 52.838 12.710 -14.585
C 51.316 12.541 -14.623
N 50.493 12.968 -13.371
C 51.064 12.423 -12.022
C 49.059 12.478 -13.552
C 48.097 13.540 -13.049
C 48.811 14.846 -13.251
C 50.352 14.432 -13.252
H 53.244 12.454 -16.751
H 53.334 10.943 -15.886
H 54.583 12.043 -15.666
H 53.213 13.703 -14.335
H 53.296 12.160 -13.763
H 51.081 11.495 -14.819
H 51.049 13.158 -15.481
H 52.090 12.765 -11.885
H 51.157 11.344 -12.146
H 50.522 12.798 -11.153
H 48.881 11.453 -13.228
H 48.782 12.610 -14.598
H 47.958 13.329 -11.989
H 47.129 13.324 -13.503
H 48.533 15.470 -12.402
H 48.447 15.344 -14.150
H 50.841 14.874 -12.384
H 50.940 14.945 -14.013
C 59.266 18.951 -3.863
C 58.255 17.922 -4.352
C 56.818 18.538 -4.563
N 55.750 17.461 -4.788
C 55.413 16.577 -3.486
C 55.861 16.533 -5.961
C 54.417 15.933 -6.291
C 53.455 17.049 -5.889
C 54.390 18.149 -5.211
H 60.257 18.506 -3.950
H 59.131 19.190 -2.808
H 59.226 19.926 -4.351
H 58.151 17.132 -3.608
H 58.635 17.540 -5.300
H 56.838 19.202 -5.428
H 56.561 19.119 -3.677
H 55.373 17.197 -2.591
H 56.121 15.772 -3.285
H 54.376 16.242 -3.468
H 56.449 15.663 -5.668
H 56.335 17.171 -6.708
H 54.294 15.015 -5.717
H 54.430 15.614 -7.333
H 52.635 16.707 -5.256
H 53.039 17.419 -6.826
H 53.941 18.559 -4.307
H 54.659 18.876 -5.977
C 46.611 17.321 -0.663
C 46.658 16.200 -1.735
C 47.851 16.693 -2.582
N 48.023 15.839 -3.905
C 46.781 15.871 -4.743
C 49.177 16.346 -4.824
C 49.861 15.149 -5.489
C 49.267 13.908 -4.918
C 48.505 14.402 -3.650
H 46.421 18.332 -1.025
H 47.456 17.366 0.024
H 45.763 17.194 0.011
H 45.759 16.106 -2.344
H 46.876 15.254 -1.239
H 48.863 16.649 -2.180
H 47.644 17.704 -2.934
H 46.051 15.130 -4.418
H 47.029 15.580 -5.763
H 46.217 16.794 -4.606
H 48.819 17.084 -5.542
H 49.954 16.880 -4.277
H 49.922 15.028 -6.570
H 50.890 15.102 -5.133
H 48.544 13.430 -5.578
H 50.067 13.184 -4.756
H 47.693 13.718 -3.404
H 49.232 14.378 -2.837
C 47.087 7.195 -11.404
C 47.261 8.674 -10.921
C 48.158 8.661 -9.648
N 47.846 9.984 -8.858
C 46.331 9.945 -8.427
C 48.196 11.229 -9.675
C 48.516 12.320 -8.663
C 49.489 11.505 -7.796
C 48.798 10.095 -7.609
H 46.321 7.065 -12.169
H 46.935 6.503 -10.576
H 48.045 6.911 -11.838
H 46.233 8.981 -10.726
H 47.720 9.246 -11.727
H 49.202 8.832 -9.911
H 48.109 7.772 -9.019
H 46.151 10.927 -7.988
H 46.209 9.184 -7.656
H 45.576 9.938 -9.214
H 47.303 11.497 -10.240
H 49.071 10.922 -10.248
H 47.695 12.769 -8.103
H 49.153 13.089 -9.099
H 49.671 11.993 -6.839
H 50.444 11.265 -8.265
H 48.327 9.860 -6.655
H 49.434 9.222 -7.752
```

lowest unoccupied orbital energy (alpha / beta): -11.744 / -17.424 eV
frontier orbital gap (alpha / beta): 10.50 / 4.82 eV
spin multiplicity: 2
total charge: +6
calculated total energy: -2484.070770 hartree

***

[3]
Formula: C4H9NO2
Source: the OMol25 dataset
Level of theory: ωB97M-V/def2-TZVPD

```
16
C4H9NO2 (ωB97M-V/def2-TZVPD)
C -2.046 -0.735 -0.338
C -0.563 -0.481 -0.585
O -0.396 0.604 -1.470
C 0.162 -0.263 0.744
N 1.590 -0.021 0.610
C 2.084 1.193 0.283
O 1.399 2.176 0.043
H -2.213 -1.646 0.249
H -2.562 -0.833 -1.297
H -2.490 0.114 0.196
H -0.121 -1.366 -1.069
H -0.015 1.356 -0.988
H -0.275 0.602 1.258
H 0.024 -1.138 1.388
H 2.234 -0.791 0.706
H 3.187 1.229 0.270
```

relative energy (zero: lowest compared OMol25 entry of this formula, charge and spin): 70.8 kJ/mol
lowest unoccupied orbital energy: 0.726 eV
frontier orbital gap: 10.67 eV
total charge: 0
calculated total energy: -363.058584 hartree